i:
A molecular structure, C4H7N3. Source: the Open Molecules 2025 dataset; level of theory: ωB97M-V/def2-TZVPD.

Properties
- HOMO-LUMO gap: 0.2891 Eh
- Total charge: 0
- Spin multiplicity: 1
- E_HOMO: -0.257 Ha

Atoms and positions in Å:
N: -0.911 1.329 -0.182
H: 0.958 2.129 -0.383
C: 0.170 -0.536 -0.185
C: 1.278 -0.060 0.592
N: 2.409 -0.711 0.328
C: 0.331 1.369 -0.890
C: -1.108 0.050 0.071
H: -1.415 2.106 0.230
H: -2.272 -1.525 0.519
N: -2.322 -0.524 0.386
H: 3.253 -0.463 0.821
H: 2.522 -1.418 -0.399
H: -3.105 -0.245 -0.192
H: 0.212 -1.500 -0.716

From a Löwdin analysis of the wavefunction, the atomic charges in e read: number 1, N, carries -0.01; number 2, H, carries 0.01; number 3, C, carries -0.17; number 4, C, carries -0.20; number 5, N, carries 0.02; number 6, C, carries 0.01; number 7, C, carries -0.42; number 8, H, carries 0.15; number 9, H, carries 0.09; number 10, N, carries 0.13; number 11, H, carries 0.08; number 12, H, carries 0.09; number 13, H, carries 0.09; number 14, H, carries 0.12



ii:
A single C4H7N3 molecule. Source: the Open Molecules 2025 dataset; level of theory: ωB97M-V/def2-TZVPD.

Properties
- HOMO-LUMO gap: 0.3380 Eh
- Total charge: 0
- Spin multiplicity: 1
- E_HOMO: -0.298 Ha

Atoms and positions in Å:
N: -2.201 0.128 -0.607
H: 0.084 -1.405 1.081
C: -0.098 0.049 -0.630
H: 1.328 1.254 -1.366
N: 1.231 0.377 -0.871
H: 2.389 -0.739 0.480
H: 2.858 0.963 0.343
C: 2.007 0.280 0.358
C: -0.520 -0.764 0.456
H: 1.347 0.478 1.218
H: -3.117 0.374 -0.940
H: -2.627 -1.009 1.150
C: -1.886 -0.646 0.451
N: -1.120 0.566 -1.294

From a Löwdin analysis of the wavefunction, the atomic charges in e read: number 1, N, carries -0.05; number 2, H, carries 0.10; number 3, C, carries -0.40; number 4, H, carries 0.12; number 5, N, carries -0.03; number 6, H, carries 0.08; number 7, H, carries 0.08; number 8, C, carries -0.13; number 9, C, carries -0.06; number 10, H, carries 0.08; number 11, H, carries 0.14; number 12, H, carries 0.11; number 13, C, carries -0.11; number 14, N, carries 0.07



Most favorable first, least favorable last: ii, i